The following is a DFT calculation (ωB97M-V with the def2-TZVPD basis set) of C2H2BrClN2S in the gas phase at a distorted geometry.

F_max, eV/A: 4.73
E_HOMO, eV: -8.80
SMILES string: Cl[C@@H]1C=NN(Br)S1
Energy relative to the best compared isomer or geometry (same formula, charge and spin), kcal per mole: 10.4
LUMO level, eV: -0.940

CARTESIAN COORDINATES (ANGSTROEM)
C (0.130, 0.639, -0.437)
C (-0.661, 0.105, 0.696)
N (-0.258, 1.733, -0.928)
N (-1.318, 2.183, -0.426)
S (-2.240, 0.975, 0.565)
Cl (0.091, 0.564, 2.212)
Br (-2.366, 3.313, -1.611)
H (1.118, 0.465, -0.514)
H (-0.812, -1.078, 0.745)

The following is a DFT calculation (ωB97M-V with the def2-TZVPD basis set) of 9 unconnected molecules or ions with the total composition C9H36N6O9 at a distorted geometry.

F_max, eV/A: 11.81
E_HOMO, eV: -8.30
SMILES string: NC(N)=O.NC(N)=O.NC(N)=O.CO.CO.CO.CO.CO.CO
Energy relative to the best compared isomer or geometry (same formula, charge and spin), kcal per mole: 123.7
LUMO level, eV: -0.278

CARTESIAN COORDINATES (ANGSTROEM)
C (-2.088, -2.595, -2.106)
O (-0.868, -3.196, -1.755)
N (-3.140, -3.263, -2.438)
N (-2.308, -1.318, -2.192)
H (-3.055, -4.283, -2.414)
H (-3.994, -2.798, -2.761)
H (-1.600, -0.606, -2.067)
H (-3.231, -0.981, -2.426)
C (1.285, 3.338, 2.804)
O (1.577, 4.456, 3.624)
N (2.001, 3.058, 1.765)
N (0.222, 2.638, 2.777)
H (2.879, 3.522, 1.535)
H (1.709, 2.167, 1.324)
H (-0.586, 2.884, 3.426)
H (-0.092, 2.375, 1.815)
C (0.495, -0.380, 0.183)
O (1.362, 0.625, 0.703)
N (0.888, -1.596, -0.245)
N (-0.787, -0.208, 0.028)
H (1.910, -1.772, -0.485)
H (0.229, -2.330, -0.557)
H (-1.264, 0.616, 0.436)
H (-1.416, -0.934, -0.345)
C (-2.156, 3.032, -0.169)
O (-1.778, 2.245, 0.946)
H (-1.941, 2.490, -1.087)
H (-1.769, 4.029, -0.145)
H (-3.207, 3.194, -0.103)
H (-2.300, 2.539, 1.757)
C (0.038, -0.423, 3.772)
O (0.911, 0.548, 4.201)
H (0.443, -1.068, 2.947)
H (-0.790, 0.102, 3.398)
H (-0.334, -1.082, 4.622)
H (0.786, 1.268, 3.585)
C (2.817, -2.845, -2.849)
O (3.150, -2.071, -1.760)
H (2.238, -3.670, -2.545)
H (3.699, -3.192, -3.324)
H (2.161, -2.283, -3.435)
H (3.807, -2.505, -1.277)
C (-4.210, -0.654, 0.975)
O (-4.253, 0.525, 0.186)
H (-3.723, -0.493, 1.977)
H (-3.695, -1.416, 0.297)
H (-5.166, -1.137, 1.190)
H (-4.728, 1.152, 0.726)
C (4.263, 0.145, 0.268)
O (5.483, -0.009, 0.999)
H (3.889, 1.160, 0.519)
H (3.495, -0.585, 0.548)
H (4.410, 0.133, -0.781)
H (5.110, 0.098, 1.885)
C (0.715, 0.162, -3.269)
O (-0.395, 0.649, -2.575)
H (1.272, 0.988, -3.752)
H (0.371, -0.574, -4.089)
H (1.454, -0.377, -2.643)
H (-0.194, 0.509, -1.626)

The following is a DFT calculation (ωB97M-V with the def2-TZVPD basis set) of C4H12N2O in the gas phase at a distorted geometry.

F_max, eV/A: 3.47
E_HOMO, eV: -8.51
SMILES string: NC[C@H](N)CCO
Energy relative to the best compared isomer or geometry (same formula, charge and spin), kcal per mole: 51.8
LUMO level, eV: 1.059

CARTESIAN COORDINATES (ANGSTROEM)
N (-1.144, 1.077, -1.012)
C (-0.791, -0.032, -0.144)
C (0.721, 0.052, 0.119)
C (1.267, 1.474, 0.389)
O (1.749, 1.421, 1.797)
C (-1.342, -1.375, -0.758)
N (-0.503, -2.515, -0.333)
H (-2.090, 1.319, -1.253)
H (-0.479, 1.062, -1.776)
H (-1.342, 0.153, 0.789)
H (1.264, -0.316, -0.793)
H (0.847, -0.616, 0.979)
H (0.464, 2.171, 0.161)
H (2.235, 1.493, -0.112)
H (2.684, 1.632, 1.756)
H (-1.206, -1.234, -1.844)
H (-2.365, -1.528, -0.402)
H (-0.365, -3.206, -1.053)
H (-0.850, -2.954, 0.508)

The following is a DFT calculation (ωB97M-V with the def2-TZVPD basis set) of 4 unconnected molecules or ions with the total composition C4H19N3O3 at a distorted geometry.

F_max, eV/A: 1.40
E_HOMO, eV: -8.65
SMILES string: NCCNCCN.O.O.O
Energy relative to the best compared isomer or geometry (same formula, charge and spin), kcal per mole: 19.6
LUMO level, eV: 0.501

CARTESIAN COORDINATES (ANGSTROEM)
C (-0.313, -0.642, 0.317)
N (-1.151, -0.063, -0.709)
C (-0.835, 1.323, -1.079)
C (0.003, 1.491, -2.328)
N (1.463, 1.438, -2.147)
C (0.099, -2.075, 0.050)
N (1.419, -2.158, -0.609)
H (-0.796, -0.492, 1.299)
H (0.612, -0.078, 0.526)
H (-1.278, -0.660, -1.503)
H (-0.409, 1.779, -0.186)
H (-1.784, 1.845, -1.259)
H (-0.307, 0.718, -3.035)
H (-0.166, 2.442, -2.838)
H (1.822, 0.497, -2.137)
H (1.757, 1.961, -1.346)
H (-0.657, -2.553, -0.582)
H (0.178, -2.729, 0.921)
H (1.420, -2.557, -1.536)
H (1.817, -1.228, -0.693)
H (0.049, 1.356, 2.429)
H (1.011, 1.722, 3.579)
O (0.149, 1.920, 3.199)
H (3.124, -0.435, 2.725)
H (2.100, -1.019, 1.955)
O (2.205, -0.256, 2.520)
H (-4.107, -0.797, 1.505)
H (-3.474, 0.026, 0.384)
O (-3.950, -0.774, 0.580)